Entry 1:
Density functional theory data (wB97M-V/def2-TZVPD) for a 2-piece molecular cluster, C14H16 overall at a distorted geometry.

Structure (XYZ):
```
30
Properties=species:S:1:pos:R:3:forces:R:3:lowdin_charge:R:1
C 0.2394 -1.5597 -3.7341 -2.3 -0.3 3.7 -0.335
C 1.3835 -1.7255 -4.5135 3.3 3.0 -3.6 -0.104
C 0.3082 -0.5155 -2.7801 -2.1 -1.8 1.7 -0.030
C -0.5305 0.8192 1.7580 1.0 0.2 -0.4 -0.108
C 0.2976 1.8885 4.0599 0.0 0.3 1.4 -0.084
C -1.5433 -1.6925 -1.5073 2.2 1.8 -2.2 -0.073
C 0.6066 1.5704 1.7666 0.8 2.0 0.1 -0.029
C 2.1874 3.0017 3.1177 1.3 0.9 0.5 -0.067
C 0.9408 2.2606 2.9341 0.9 -1.5 -1.2 -0.306
C -0.7189 -2.5931 -3.5797 -0.7 0.7 -1.6 -0.044
C -0.5216 -0.6673 -1.6385 -1.1 -0.9 -1.5 -0.061
C -1.2490 0.5524 2.8729 -0.9 -1.6 1.5 -0.081
C -0.7154 0.9714 4.0671 -0.2 0.8 0.7 -0.080
C -1.7453 -2.5343 -2.6119 0.5 -1.1 1.5 -0.091
H -0.9514 0.6665 5.0603 -1.1 -0.5 0.3 0.100
H 2.0101 3.8373 3.8089 0.3 -0.1 -0.2 0.089
H -2.0997 -1.7054 -0.6055 -0.7 -0.1 0.5 0.079
H -0.5176 0.1069 -0.9149 0.3 0.4 0.7 0.049
H 1.0584 0.2621 -2.7616 0.0 0.0 -0.4 0.105
H 2.2020 -2.1567 -4.0120 0.9 -0.8 1.0 0.076
H -0.6299 0.2648 0.9016 -1.1 -1.1 -1.9 0.043
H 1.3020 -2.2467 -5.4352 -0.4 -0.6 -0.9 0.070
H 1.8114 -0.6643 -4.8030 -0.8 -1.9 0.3 0.130
H 3.0613 2.4206 3.4903 -0.9 0.0 0.1 0.102
H 1.2218 1.7385 0.8711 -0.4 -0.3 0.3 0.122
H -2.0859 -0.1547 2.8675 0.3 0.3 -0.1 0.114
H 0.7022 2.2828 4.9846 -0.2 -0.1 0.2 0.118
H -2.5607 -3.3046 -2.5126 1.0 0.8 -0.5 0.114
H 2.5562 3.3621 2.1905 0.2 0.8 -1.0 0.060
H -0.7166 -3.3667 -4.3976 -0.2 0.7 1.1 0.123
```
Forces are in eV/Å.

The energy relative to the best compared isomer or geometry (same formula, charge and spin) comes out at 201.1 kJ/mol. Its total energy is -542.9963 Ha.

=====

Entry 2:
Density functional theory data (wB97M-V/def2-TZVPD) for a 2-piece molecular cluster, C14H16 overall at a distorted geometry.

Structure (XYZ):
```
30
Properties=species:S:1:pos:R:3:forces:R:3:lowdin_charge:R:1
C 2.1199 -0.6323 1.8671 0.1 0.2 0.3 -0.285
C 2.0401 1.4769 0.6914 0.6 0.3 1.0 -0.090
C -3.2583 1.4082 -0.5437 0.6 -0.3 0.0 -0.087
C -0.3137 -1.0059 -0.6759 -0.4 -0.9 -1.0 -0.039
C -4.0973 0.8356 -1.4631 -0.7 -1.8 -0.5 -0.103
C -1.5593 -0.2711 -1.0996 0.2 0.5 -1.2 -0.277
C 1.4473 -1.5514 2.8865 1.0 0.4 -0.1 -0.046
C -2.3754 -0.7442 -2.1473 0.1 -0.2 0.4 -0.061
C 1.6202 0.6641 1.7530 0.6 0.0 -0.5 -0.086
C -3.6750 -0.2928 -2.2212 0.3 1.2 -0.5 -0.088
C 3.1530 -1.0289 0.9940 -1.2 -1.0 0.3 -0.058
C 3.5664 -0.2209 -0.0378 0.2 0.9 -0.4 -0.096
C 3.0971 1.0902 -0.1211 -1.0 -0.4 -0.4 -0.093
C -1.9723 0.8645 -0.4299 0.4 -1.0 1.3 -0.057
H 0.1752 -0.6143 0.1984 -0.3 0.0 0.5 0.034
H -0.6783 -2.0380 -0.5630 0.5 0.1 0.6 0.091
H 0.3860 -1.3508 2.9334 -0.3 -0.2 -0.3 0.070
H -3.6083 2.1548 0.1544 0.1 0.3 -0.2 0.100
H -5.1535 1.0574 -1.5408 0.1 0.5 0.1 0.094
H -1.2782 1.0399 0.3909 -0.4 1.0 0.1 0.100
H 4.1744 -0.5795 -0.8633 0.4 -0.1 0.5 0.105
H -4.3113 -0.7362 -2.9832 -0.2 0.2 0.2 0.098
H 1.6125 2.4579 0.5604 0.0 0.2 0.1 0.099
H 3.4370 1.7706 -0.8911 0.0 -0.2 -0.1 0.099
H 3.5166 -2.0532 1.0461 -0.1 0.1 0.0 0.109
H 1.6509 -2.5961 2.6538 -0.2 0.0 0.1 0.075
H -2.0168 -1.4757 -2.8770 -0.1 -0.1 0.5 0.114
H 0.9759 1.0276 2.5476 -0.4 0.0 -0.4 0.115
H 0.4870 -1.0993 -1.4141 -0.2 0.3 -0.4 0.085
H 1.7885 -1.3400 3.9028 0.3 -0.1 0.0 0.078
```
Forces are in eV/Å.

The energy relative to the best compared isomer or geometry (same formula, charge and spin) comes out at 84.4 kJ/mol. Its total energy is -543.0407 Ha.

=====

Entry 3:
Density functional theory data (wB97M-V/def2-TZVPD) for a 2-piece molecular cluster, C14H16 overall at a distorted geometry.

Structure (XYZ):
```
30
Properties=species:S:1:pos:R:3:forces:R:3:lowdin_charge:R:1
C 0.3359 -2.7639 1.7131 -0.2 -0.4 -2.0 -0.047
C -0.4412 2.9762 -1.2439 0.5 -1.0 0.2 -0.061
C -2.1518 1.4214 -1.7537 0.0 -1.9 -0.1 -0.065
C -1.1664 3.4329 -0.1462 -0.3 -0.2 -0.3 -0.089
C 1.9234 -4.3331 0.4134 0.2 -2.3 0.6 -0.079
C 2.1182 -0.7235 1.2539 0.8 -0.2 -0.6 -0.101
C -2.8873 1.8194 -0.6505 0.3 1.6 0.1 -0.090
C 1.4951 -3.0354 0.9774 1.6 1.2 0.9 -0.275
C 0.1949 1.2114 -2.8484 -0.2 -0.6 0.1 -0.049
C 2.4672 -2.0037 0.8789 -1.2 -0.3 0.4 -0.056
C -0.0304 -1.4506 2.0031 -0.1 -0.3 0.1 -0.093
C 0.8478 -0.4347 1.7329 0.8 0.9 0.4 -0.107
C -2.3808 2.8380 0.1735 -0.1 -0.2 -0.3 -0.098
C -0.8578 1.8745 -2.0003 -0.2 1.0 0.5 -0.278
H 1.1236 1.7659 -2.7237 0.0 -0.1 -0.3 0.066
H 2.8463 -4.7704 0.8429 -0.2 0.7 0.4 0.087
H -1.0178 -1.2544 2.3970 0.0 0.1 0.1 0.102
H 1.2148 -5.1479 0.6117 -0.2 0.3 -0.3 0.077
H -3.8967 1.4844 -0.4810 0.0 -0.5 0.0 0.096
H -0.0032 1.0538 -3.9117 -0.3 0.3 0.1 0.079
H -0.4215 -3.5357 1.7269 0.0 -0.2 0.5 0.105
H 0.5984 3.2242 -1.4336 -0.2 0.8 0.3 0.100
H 2.1888 -4.3566 -0.6359 -0.5 0.5 -0.4 0.076
H 0.3608 0.2143 -2.4280 0.1 0.0 -0.1 0.083
H 0.6766 0.6098 1.9622 -0.5 -0.1 0.0 0.100
H -2.5228 0.5244 -2.2676 0.1 0.5 -0.2 0.113
H 2.8779 0.0372 1.0891 -0.3 0.2 0.3 0.102
H -0.8086 4.2350 0.4697 0.3 0.2 0.1 0.094
H 3.4766 -2.2245 0.5522 -0.1 0.0 -0.3 0.110
H -2.9257 3.1686 1.0554 0.0 -0.1 -0.2 0.098
```
Forces are in eV/Å.

The energy relative to the best compared isomer or geometry (same formula, charge and spin) comes out at 82.6 kJ/mol. Its total energy is -543.0414 Ha.